# 1
This record from OMol25 describes a structure of composition C24H21N3O2S. The level of theory is ωB97M-V with the def2-TZVPD basis set.

Structure (ORCA input):
```
! RIJCOSX wB97M-V def2-TZVPD def2/J DEFGRID3
* xyz 0 1
C -8.842 -0.286 -0.350
H -9.806 -0.343 -0.233
H -8.290 -1.159 -0.225
H -8.694 -0.123 -1.522
C -8.214 0.639 0.250
C -6.832 0.816 0.182
C -6.199 1.706 -0.447
C -4.751 1.617 -0.823
C -4.388 0.497 -0.114
C -2.989 -0.137 0.117
N -2.095 0.688 -0.419
N -0.870 0.128 -0.448
C -0.220 -1.231 0.202
O -0.877 -1.764 0.984
C 1.233 -1.131 0.030
C 1.927 -0.009 0.430
C 3.437 -0.201 0.197
N 3.989 -1.221 -0.013
C 3.424 -2.196 -0.283
C 3.996 -3.451 -0.358
C 3.306 -4.683 -0.718
C 1.835 -4.621 -0.377
C 1.232 -3.462 -0.230
C 1.836 -2.295 0.059
H 0.161 -3.440 -0.443
H 1.523 -5.636 -0.666
H 3.905 -5.776 -0.826
H 5.137 -3.279 -0.581
C 4.161 1.126 0.379
C 5.542 0.988 0.895
C 6.358 2.225 0.923
C 5.890 3.335 0.425
C 4.705 3.557 -0.008
C 3.800 2.301 -0.202
O 2.561 2.443 -0.770
C 2.230 3.939 -1.296
H 1.244 3.552 -1.960
H 2.885 4.097 -1.838
H 2.062 4.557 -0.552
H 4.258 4.626 -0.266
H 6.642 4.146 0.823
H 7.184 2.064 1.655
H 5.716 0.000 1.169
H 1.492 0.819 0.606
H -0.228 0.683 -0.932
H -2.795 -1.061 0.709
S -5.612 -0.410 0.783
H -3.902 2.067 -1.198
H -6.574 2.760 -1.186
H -8.831 1.845 0.216
H -8.380 0.655 1.413
*
```

Frontier orbital gap (eV): 7.3
Energy above the lowest of the compared OMol25 structures with the same formula, charge and spin (kJ/mol): 1941.39
HOMO energy (eV): -7.7

=====

# 2
This record from OMol25 describes a structure of composition C24H21N6Pt. The level of theory is ωB97M-V with the def2-TZVPD basis set.

Structure (ORCA input):
```
! RIJCOSX wB97M-V def2-TZVPD def2/J DEFGRID3
* xyz -1 3
Pt -0.752 -0.152 0.468
N 2.520 0.468 1.656
C 3.020 -0.006 0.432
C 3.958 0.749 -0.269
C 4.507 0.292 -1.453
C 4.132 -0.942 -1.963
C 3.204 -1.698 -1.261
C 2.636 -1.258 -0.068
C 1.692 -2.146 0.666
C 2.136 -3.445 0.929
C 1.379 -4.333 1.673
C 0.165 -3.909 2.191
C -0.284 -2.625 1.927
C 0.439 -1.709 1.141
H 2.565 1.477 1.700
H 1.567 0.151 1.816
H 4.236 1.725 0.113
H 5.217 0.913 -1.986
H 4.543 -1.306 -2.896
H 2.873 -2.653 -1.653
H 3.113 -3.739 0.563
H 1.742 -5.337 1.860
H -0.436 -4.579 2.797
H -1.249 -2.326 2.325
C -0.340 3.031 2.126
C -1.327 3.009 1.012
N -2.090 1.989 0.676
C -2.819 2.407 -0.418
C -2.486 3.685 -0.732
N -1.544 4.065 0.198
H -0.186 2.013 2.477
H -0.700 3.640 2.958
H 0.612 3.452 1.795
H -3.508 1.743 -0.912
H -2.809 4.341 -1.521
H -0.924 4.865 0.133
C -4.589 -2.162 -1.809
C -3.324 -2.234 -2.379
C -2.240 -1.628 -1.757
C -2.387 -0.926 -0.558
C -3.668 -0.861 -0.003
C -4.756 -1.474 -0.616
H -5.435 -2.637 -2.292
H -3.180 -2.768 -3.312
H -1.257 -1.700 -2.212
H -3.822 -0.306 0.918
H -5.739 -1.408 -0.161
N 1.023 5.425 -0.476
C 1.337 4.359 -0.824
N 1.749 3.188 -1.245
C 1.033 2.136 -0.976
N 0.456 1.144 -0.797
*
```

Frontier orbital gap (alpha / beta) (eV): 6.3 / 7.5
Energy above the lowest of the compared OMol25 structures with the same formula, charge and spin (kJ/mol): 0.00
HOMO energy (alpha / beta) (eV): -3.5 / -5.0

=====

# 3
This record from OMol25 describes a structure of composition C24H22AgOPS. The level of theory is ωB97M-V with the def2-TZVPD basis set.

Structure (ORCA input):
```
! RIJCOSX wB97M-V def2-TZVPD def2/J DEFGRID3
* xyz 0 1
Ag 0.360 1.074 2.074
C -2.914 -4.890 -0.142
C -1.860 -4.491 -0.948
C -1.231 -3.275 -0.721
C -1.645 -2.450 0.322
C -2.694 -2.868 1.138
C -3.333 -4.074 0.902
P -0.889 -0.836 0.700
C 0.701 -0.945 -0.208
C 1.679 -1.791 0.316
C 2.919 -1.904 -0.293
C 3.211 -1.146 -1.420
C 2.253 -0.283 -1.932
C 1.002 -0.189 -1.336
C -1.891 0.313 -0.315
C -2.792 -0.179 -1.228
C -3.589 0.683 -2.008
C -3.460 2.031 -1.866
C -2.540 2.581 -0.941
C -2.408 3.985 -0.825
C -1.510 4.515 0.053
C -0.722 3.662 0.856
C -0.801 2.285 0.801
C -1.737 1.730 -0.133
H -3.407 -5.837 -0.321
H -1.529 -5.124 -1.761
H -0.415 -2.965 -1.363
H -3.015 -2.243 1.964
H -4.151 -4.382 1.540
H 1.468 -2.372 1.207
H 3.655 -2.589 0.111
H 4.180 -1.229 -1.896
H 2.471 0.315 -2.808
H 0.258 0.480 -1.753
H -2.904 -1.245 -1.362
H -4.291 0.264 -2.717
H -4.056 2.709 -2.466
H -3.029 4.619 -1.446
H -1.408 5.590 0.145
H -0.039 4.137 1.553
C 4.907 0.603 1.834
S 3.216 1.095 1.519
C 3.430 2.866 1.661
O 2.496 0.673 2.798
H 5.212 0.983 2.807
H 5.560 0.971 1.044
H 4.914 -0.485 1.837
H 4.080 3.205 0.854
H 3.846 3.115 2.635
H 2.441 3.307 1.538
*
```

Frontier orbital gap (eV): 7.4
HOMO energy (eV): -7.1

=====

# 4
This record from OMol25 describes a structure of composition C24H22Br4KN7O2SSe. The level of theory is ωB97M-V with the def2-TZVPD basis set.

Structure (ORCA input):
```
! RIJCOSX wB97M-V def2-TZVPD def2/J DEFGRID3
* xyz -2 1
K 0.157 -0.083 -0.450
N -0.695 -2.651 -1.196
C 0.553 -3.394 -1.251
C 1.217 -3.403 0.131
N 1.718 -2.121 0.570
C 3.127 -1.823 0.415
C 3.457 -0.907 -0.771
N 2.997 0.450 -0.524
H -1.133 -2.510 -2.095
H -1.350 -3.075 -0.552
H 0.437 -4.438 -1.588
H 1.208 -2.886 -1.964
H 0.480 -3.764 0.856
H 2.033 -4.144 0.117
H 1.305 -1.744 1.414
H 3.481 -1.330 1.326
H 3.694 -2.763 0.312
H 4.539 -0.968 -0.971
H 2.948 -1.267 -1.669
H 3.697 1.043 -0.104
H 2.614 0.888 -1.353
S 1.369 2.951 4.048
C 1.487 1.427 4.810
C 1.211 0.430 3.921
C 0.894 0.800 2.552
C 0.943 2.186 2.529
C 0.673 3.111 1.393
C 0.651 4.506 1.568
C 0.382 5.328 0.491
C 0.127 4.767 -0.751
C 0.162 3.384 -0.845
N 0.438 2.588 0.184
H 1.752 1.338 5.854
H 1.241 -0.607 4.252
H 0.833 4.942 2.541
H 0.364 6.404 0.629
H -0.102 5.366 -1.623
H -0.043 2.879 -1.784
Br -3.422 1.375 -6.774
C -2.052 0.935 -5.527
C -0.802 0.576 -5.954
Br -0.377 0.513 -7.808
C 0.188 0.255 -4.991
Br 1.950 -0.256 -5.529
C -0.018 0.286 -3.607
O 0.890 0.004 -2.756
C -1.393 0.660 -3.135
O -1.657 0.677 -1.894
C -2.326 0.975 -4.139
Br -4.059 1.458 -3.493
Se -3.491 -4.718 3.197
N -4.286 -3.241 3.821
C -3.593 -2.234 3.355
C -3.870 -0.840 3.621
C -3.056 0.062 3.052
C -1.940 -0.365 2.202
N -1.658 -1.590 1.927
C -2.468 -2.556 2.489
N -2.271 -3.829 2.258
H -4.709 -0.580 4.253
H -3.181 1.127 3.193
H -1.265 0.395 1.818
*
```

Frontier orbital gap (eV): 3.6
Energy above the lowest of the compared OMol25 structures with the same formula, charge and spin (kJ/mol): 187.95
HOMO energy (eV): -0.7

=====

Number 1: total energy -44610.734 eV. Number 2: total energy -37416.285 eV. Number 3: total energy -51414.525 eV. Number 4: total energy -412447.265 eV.